Computed, not measured: a cluster of 7 separate species, C33H72ClN4O17 in total at a distorted geometry, with ωB97M-V/def2-TZVPD.

The geometry in XYZ format:
```
127
Properties=species:S:1:pos:R:3:forces:R:3:lowdin_charge:R:1
Cl 16.9252 -8.2575 2.3188 2.13 -1.31 -1.72 0.571
O 15.5809 -7.9426 2.0851 -2.75 1.02 1.21 -0.319
O 17.5522 -8.1844 1.0628 1.46 0.05 -3.00 -0.363
O 17.6720 -7.3582 3.1269 -0.23 1.70 2.36 -0.364
O 17.0950 -9.5779 2.8107 -0.54 -1.15 1.25 -0.331
C 12.5552 -6.3810 1.1460 -1.29 -0.27 0.27 -0.081
C 11.6577 -6.7716 2.3335 0.35 1.13 -0.56 -0.120
O 11.7846 -8.1739 2.4124 -0.28 -0.33 1.91 0.073
C 12.3634 -8.6665 1.3285 0.46 -4.41 -0.71 -0.541
O 12.6015 -9.8839 1.1317 -0.99 4.79 0.64 0.107
O 12.5103 -7.6723 0.4693 1.83 1.37 -1.66 0.056
H 13.5096 -5.9024 1.3654 0.61 -1.22 0.10 0.121
H 12.0567 -5.6138 0.5535 -0.24 -0.45 -0.42 0.122
H 10.6510 -6.4851 2.0291 -0.30 -0.32 0.42 0.125
H 11.9302 -6.2761 3.2653 -0.03 -0.36 0.07 0.126
C 21.2434 -8.6746 3.7394 -0.27 0.88 3.72 -0.155
C 20.2380 -9.7276 4.1039 -1.93 1.81 0.83 -0.149
O 20.3543 -10.5659 3.0442 -0.91 -3.88 -0.55 0.114
C 21.1426 -10.1068 2.1222 -0.49 -1.45 -4.71 -0.581
O 21.1991 -10.5267 0.9697 0.35 0.38 2.41 0.121
O 21.7803 -9.0529 2.5463 1.64 1.49 -1.08 0.106
H 21.9534 -8.8023 4.5565 0.76 1.06 -0.34 0.131
H 20.7160 -7.7209 3.7583 0.70 0.32 -0.37 0.131
H 19.2278 -9.3236 4.0373 -0.16 -0.01 0.40 0.108
H 20.3873 -10.1302 5.1057 0.17 -0.65 -0.32 0.135
C 17.1177 -3.8855 4.7206 0.23 -0.14 0.07 -0.026
C 15.7677 -3.3342 5.2397 0.32 -0.97 -0.69 -0.438
C 16.1192 -2.2856 6.2963 -1.61 -1.68 1.64 -0.190
C 16.5369 -0.9453 5.9240 0.81 0.62 -0.21 -0.213
C 15.5105 -0.4411 4.9603 1.27 1.84 0.00 -0.159
C 15.2485 -1.2923 3.7503 -1.27 -0.85 -0.99 -0.497
N 14.9398 -2.6987 4.1571 1.25 1.93 3.01 -0.124
O 14.5371 -3.5265 3.1404 0.09 -0.61 -0.63 -0.011
C 13.9234 -0.7897 3.2315 -1.58 -0.14 -0.91 -0.065
C 16.2715 -1.1224 2.6223 0.87 -0.04 -0.09 -0.018
C 14.9140 -4.4939 5.8884 0.63 0.27 -0.85 -0.010
H 17.8009 -3.0492 4.5725 -0.11 0.13 -0.77 0.069
H 17.0508 -4.5609 3.8677 -0.16 0.37 -0.28 0.076
H 17.7092 -4.4626 5.4314 -0.54 -0.23 0.59 0.086
H 15.1832 -2.1175 6.8289 -0.18 -0.28 0.51 0.118
H 16.8490 -2.6940 6.9955 -0.17 -0.47 0.08 0.131
H 17.5870 -0.9937 5.6361 0.01 0.51 -0.77 0.117
H 16.5130 -0.3257 6.8204 0.11 0.11 0.07 0.119
H 15.8253 0.5453 4.6197 0.23 0.13 -0.54 0.123
H 14.6281 -0.1268 5.5176 -0.43 -0.87 0.03 0.123
H 13.4942 -1.4266 2.4580 0.38 -0.26 -0.23 0.076
H 13.1703 -0.8524 4.0170 0.07 0.35 0.22 0.086
H 13.9150 0.1944 2.7629 0.34 0.26 0.38 0.088
H 16.3479 -0.0882 2.2865 -0.31 0.22 0.18 0.081
H 17.2969 -1.3832 2.8843 -0.01 -0.25 0.30 0.070
H 16.0355 -1.6947 1.7251 -0.29 -0.24 0.19 0.075
H 14.4119 -5.0525 5.0985 0.10 -0.05 -0.14 0.064
H 14.1325 -4.1933 6.5863 0.20 0.43 0.07 0.073
H 15.5795 -5.2176 6.3590 -0.01 0.12 0.20 0.081
H 13.6459 -3.7186 3.4412 -0.24 -0.32 -0.45 0.096
C 23.5484 -3.5816 1.6860 0.10 -1.94 -1.16 -0.114
O 22.4911 -4.4669 1.9922 -1.17 1.77 1.73 -0.198
C 21.7857 -4.9935 0.8917 1.14 -2.01 0.71 -0.218
C 20.6262 -5.8692 1.3121 -0.56 1.09 0.57 -0.183
N 19.7562 -5.1145 2.2097 -1.49 -0.93 -0.61 -0.014
C 18.9819 -4.1002 1.5206 0.62 2.51 1.15 -0.229
C 17.8538 -4.3949 0.6009 -0.36 -1.32 0.60 -0.232
O 18.3161 -4.9004 -0.5971 0.58 0.00 -2.49 -0.200
C 18.7150 -3.9001 -1.5357 -0.28 -0.35 0.45 -0.086
H 24.1125 -4.2066 0.9937 1.12 0.33 -0.22 0.075
H 24.1500 -3.3852 2.5735 -0.35 0.13 -0.03 0.086
H 23.3093 -2.6958 1.0975 -0.53 0.37 0.40 0.079
H 22.4675 -5.8077 0.6461 0.43 0.32 -2.01 0.126
H 21.4866 -4.2506 0.1524 0.38 -0.07 -0.21 0.116
H 20.9129 -6.7675 1.8588 0.46 0.17 -0.19 0.100
H 20.0726 -6.1858 0.4282 0.25 -0.16 -0.32 0.118
H 19.0336 -5.8002 2.3763 -0.29 -0.46 1.08 0.057
H 19.6692 -3.4085 1.0335 0.20 0.10 -0.21 0.106
H 18.5433 -3.4691 2.2935 -0.04 0.10 0.34 0.086
H 17.1766 -3.5507 0.4713 0.05 0.41 -0.06 0.116
H 17.2597 -5.2066 1.0208 -0.25 -0.10 0.19 0.127
H 19.4126 -3.1818 -1.1049 0.19 0.05 0.14 0.072
H 17.8449 -3.3388 -1.8764 -0.22 0.08 -0.10 0.083
H 19.1899 -4.3647 -2.3997 -0.08 -0.22 0.17 0.088
C 13.6684 -11.1354 -3.8291 2.73 -1.50 0.51 -0.090
O 14.7680 -10.8692 -2.8585 -3.31 0.37 -0.95 -0.205
C 14.1777 -10.9125 -1.5376 2.45 -0.30 0.71 -0.190
C 15.3623 -10.6689 -0.4951 -2.33 1.50 -0.30 -0.223
N 16.4240 -11.4817 -0.9671 1.62 -2.22 1.78 -0.018
C 17.4055 -11.8174 0.1378 -0.40 2.68 -0.43 -0.187
C 18.4935 -12.7207 -0.2808 0.49 -0.90 -1.09 -0.214
O 18.9605 -12.4708 -1.6176 -0.28 -0.39 1.49 -0.186
C 20.0783 -13.2341 -1.8830 0.39 -0.77 -1.49 -0.151
H 13.2169 -12.1006 -3.5996 -0.76 0.14 0.78 0.068
H 14.2085 -11.4922 -4.7061 0.09 0.91 -0.54 0.075
H 12.9271 -10.3708 -4.0616 0.23 0.27 0.38 0.073
H 13.9149 -11.9652 -1.4336 -0.79 -0.12 0.41 0.104
H 13.3462 -10.2233 -1.3905 -0.04 -0.14 -0.06 0.092
H 15.0897 -10.8896 0.5369 -0.72 -0.67 0.18 0.104
H 15.4993 -9.5949 -0.3700 0.88 0.08 -0.80 0.097
H 15.9439 -12.3652 -0.8721 -0.33 -0.83 -1.38 0.095
H 16.9514 -12.3273 0.9875 -0.46 0.18 0.32 0.119
H 17.7626 -10.8504 0.4922 0.29 -0.04 0.16 0.097
H 18.0877 -13.7302 -0.2140 -0.05 -0.61 -0.48 0.111
H 19.3175 -12.7475 0.4322 0.24 0.51 0.13 0.117
H 21.0060 -12.9487 -1.3869 -0.05 0.14 0.53 0.096
H 20.2898 -13.2191 -2.9522 -0.03 0.72 -0.18 0.060
H 19.9085 -14.3084 -1.8120 -0.16 -0.42 0.94 0.083
C 14.3128 -7.8165 -2.5564 1.04 -1.13 -1.25 -0.069
O 15.6645 -8.4030 -2.5329 -2.07 1.29 -0.40 -0.184
C 16.6126 -7.3891 -2.3010 0.58 -0.45 0.09 -0.229
C 18.0605 -7.9023 -2.5154 -1.70 -0.32 -0.65 -0.184
N 18.1834 -9.2204 -1.8324 1.89 2.53 -0.02 0.013
C 19.6146 -9.6578 -1.8625 -1.38 -0.56 0.55 -0.193
C 19.9768 -10.1920 -3.2276 -0.88 0.03 0.77 -0.232
O 18.8663 -10.9642 -3.7209 1.80 -0.20 -2.39 -0.168
C 19.3231 -11.6038 -4.9640 -0.15 1.40 0.84 -0.093
H 14.1610 -7.2559 -3.4788 0.50 0.79 -0.09 0.076
H 14.0112 -7.2135 -1.7000 0.39 -0.16 0.26 0.076
H 13.5885 -8.6056 -2.7586 0.26 -0.36 0.77 0.054
H 16.4595 -7.0581 -1.2738 0.36 0.30 0.27 0.108
H 16.4798 -6.5396 -2.9709 -0.25 0.33 -0.18 0.109
H 18.6682 -7.1229 -2.0557 0.54 0.14 -0.01 0.096
H 18.2775 -7.9394 -3.5829 -0.01 -0.18 -0.14 0.110
H 18.2198 -8.6964 -0.9697 -0.78 -1.31 1.67 0.055
H 19.6585 -10.4154 -1.0800 0.23 -0.15 -0.41 0.083
H 20.3086 -8.8953 -1.5089 0.27 0.48 -0.38 0.114
H 20.8952 -10.7658 -3.1044 0.14 -0.42 -0.33 0.112
H 20.1913 -9.3440 -3.8780 -0.02 0.03 -0.48 0.106
H 19.7709 -10.9157 -5.6810 0.21 0.89 0.18 0.066
H 18.5036 -11.9721 -5.5811 -0.19 -0.75 0.85 0.083
H 20.1626 -12.2575 -4.7269 -0.42 -0.74 -0.14 0.062
```
Forces are in eV/Å.

For the largest force on an atom, the calculation gives 0.096 hartree/bohr. The value obtained for the energy relative to the best compared isomer or geometry (same formula, charge and spin) is 0.0 kcal per mole. As for the charge: -1. The HOMO energy is -5.08 eV. As for the gap between HOMO and LUMO: 7.09 eV.